Entry 1:
Below is a structure of composition C24H36Ca2Cl4N12O16 at a distorted geometry, with properties calculated with the ωB97M-V functional and the def2-TZVPD basis.

Output
- highest occupied orbital energy (eV) = -8.2
- frontier orbital gap (eV) = 6.32

Structure (XYZ):
```
94
Properties=species:S:1:pos:R:3:mulliken_charge:R:1
Ca 10.970 8.988 -0.987 1.50
Ca 15.813 12.877 1.482 2.09
Cl 10.075 12.202 -1.222 1.86
O 11.348 11.667 -1.161 -0.60
O 9.747 12.673 -2.542 -0.67
O 9.223 11.130 -0.816 -0.84
O 9.888 13.262 -0.276 -0.66
Cl 16.762 9.791 0.860 0.74
O 17.006 8.714 -0.031 -0.40
O 15.350 10.005 0.946 -0.41
O 17.337 9.691 2.137 -0.39
O 17.305 10.960 0.164 -0.26
Cl 12.124 5.388 1.279 1.66
O 13.361 4.876 0.804 -0.62
O 11.744 6.604 0.601 -0.63
O 11.143 4.357 1.071 -0.68
O 12.229 5.603 2.679 -0.66
Cl 19.081 8.304 -4.603 1.67
O 18.638 9.715 -4.489 -0.66
O 18.010 7.324 -4.254 -0.64
O 19.344 8.102 -5.988 -0.70
O 20.255 8.118 -3.833 -0.63
C 15.442 13.594 5.825 -0.98
C 15.525 12.815 4.569 0.50
N 15.602 12.132 3.663 -0.34
H 14.774 13.085 6.521 0.34
H 15.046 14.560 5.512 0.29
H 16.444 13.659 6.248 0.31
C 16.625 3.999 2.905 -0.42
C 17.409 3.691 4.126 0.27
N 18.038 3.504 5.099 -0.46
H 15.705 4.479 3.240 0.18
H 16.257 3.153 2.325 0.34
H 17.106 4.759 2.290 0.09
C 10.891 12.959 3.046 -0.98
C 12.209 13.046 2.497 0.18
N 13.239 13.126 1.976 -0.29
H 11.042 13.082 4.118 0.37
H 10.359 12.070 2.708 0.26
H 10.307 13.813 2.701 0.31
C 18.647 13.057 -2.595 -0.88
C 17.821 13.626 -1.512 0.51
N 17.251 14.107 -0.629 -0.45
H 19.670 13.427 -2.660 0.41
H 18.230 13.384 -3.548 0.37
H 18.725 11.998 -2.349 0.09
C 20.248 12.080 3.288 -1.12
C 19.031 12.634 2.769 0.32
N 18.041 13.106 2.416 -0.23
H 20.862 11.459 2.635 0.29
H 20.113 11.675 4.291 0.29
H 20.892 12.911 3.575 0.40
C 20.120 9.510 -1.069 -0.05
C 20.749 8.398 -0.416 0.08
N 21.250 7.485 0.119 -0.47
H 19.154 9.175 -1.447 -0.14
H 20.590 9.928 -1.959 0.50
H 19.819 10.238 -0.316 0.08
C 14.709 12.698 -3.300 -0.95
C 14.685 12.808 -1.848 0.07
N 14.620 12.914 -0.746 -0.29
H 15.696 12.399 -3.651 0.24
H 14.490 13.698 -3.675 0.38
H 13.893 12.014 -3.533 0.28
C 17.776 4.338 -1.777 -0.78
C 18.531 4.978 -0.680 0.38
N 19.123 5.424 0.173 -0.32
H 18.237 4.601 -2.729 0.27
H 16.728 4.634 -1.745 0.12
H 17.746 3.275 -1.541 0.34
C 18.861 7.546 4.053 -0.48
C 19.899 6.709 3.322 0.27
N 20.713 6.139 2.701 -0.40
H 17.973 7.563 3.421 0.01
H 19.180 8.520 4.427 0.25
H 18.524 6.961 4.909 0.40
C 17.203 17.267 2.214 -1.05
C 16.490 16.064 2.403 0.44
N 15.907 15.058 2.516 -0.51
H 17.731 17.623 3.098 0.31
H 16.490 18.018 1.876 0.33
H 17.907 17.303 1.382 0.31
C 13.042 8.733 3.375 -0.77
C 12.274 9.259 2.238 0.58
N 11.616 9.660 1.335 -0.55
H 13.508 9.543 3.938 0.27
H 13.914 8.173 3.038 0.18
H 12.405 8.136 4.028 0.40
C 14.831 7.440 -2.429 -0.69
C 14.129 8.501 -1.925 0.62
N 13.507 9.337 -1.446 -0.37
H 14.586 7.286 -3.480 0.40
H 14.573 6.578 -1.814 0.19
H 15.907 7.613 -2.470 0.10
```

Entry 2:
Below is a structure of composition C24H36CaClO16 at a distorted geometry, with properties calculated with the ωB97M-V functional and the def2-TZVPD basis.

Output
- highest occupied orbital energy (eV) = -10.4
- frontier orbital gap (eV) = 5.07
- total charge = +1
- ΔE to the lowest compared entry with this formula, charge and spin (eV) = 0.000

Structure (XYZ):
```
78
Properties=species:S:1:pos:R:3:mulliken_charge:R:1
Ca -0.353 1.173 -0.547 1.96
Cl -4.228 2.515 -2.432 1.64
O -4.564 3.582 -3.257 -0.58
O -2.976 2.024 -2.995 -0.73
O -3.679 3.089 -1.201 -0.71
O -5.231 1.458 -2.200 -0.56
O -3.070 -0.951 1.741 -0.69
C -3.860 -1.894 2.101 0.52
O -4.328 -2.732 1.188 -0.26
C -5.387 -3.582 1.797 -0.43
C -5.646 -3.102 3.243 -0.64
C -4.382 -2.330 3.482 -0.38
H -4.944 -4.570 1.924 0.33
H -6.375 -3.544 1.337 0.32
H -5.838 -3.812 4.048 0.35
H -6.423 -2.339 3.300 0.30
H -3.718 -3.131 3.807 0.24
H -4.537 -1.552 4.229 0.33
O 0.316 5.611 -1.172 -0.60
C 0.338 6.817 -1.301 0.41
O 0.976 7.718 -0.477 -0.35
C 0.779 9.047 -0.913 -0.36
C 0.201 8.963 -2.239 -0.48
C -0.372 7.601 -2.333 -0.27
H 1.790 9.450 -0.972 0.28
H 0.145 9.646 -0.260 0.27
H 1.005 8.976 -2.975 0.23
H -0.586 9.676 -2.485 0.33
H -0.158 7.171 -3.311 0.27
H -1.434 7.619 -2.089 0.27
O -1.676 -2.656 -2.487 -0.61
C -2.094 -3.691 -3.015 0.46
O -1.790 -4.987 -2.658 -0.30
C -2.193 -5.810 -3.773 -0.41
C -3.428 -5.044 -4.327 -0.50
C -3.059 -3.635 -4.208 -0.37
H -2.483 -6.823 -3.492 0.33
H -1.433 -5.865 -4.553 0.27
H -4.232 -5.243 -3.618 0.26
H -3.661 -5.339 -5.351 0.33
H -3.856 -2.908 -4.055 0.29
H -2.511 -3.299 -5.089 0.24
O 2.121 -1.936 1.184 -0.66
C 2.856 -2.824 1.594 0.47
O 2.390 -4.082 1.545 -0.31
C 3.462 -4.961 1.929 -0.41
C 4.778 -4.205 1.952 -0.50
C 4.364 -2.815 2.055 -0.25
H 3.525 -5.873 1.337 0.34
H 3.313 -5.386 2.922 0.27
H 5.473 -4.313 1.118 0.28
H 5.346 -4.443 2.851 0.26
H 4.932 -2.241 1.322 0.23
H 4.395 -2.448 3.081 0.29
O 2.586 0.611 -3.058 -0.65
C 3.438 -0.159 -3.416 0.60
O 4.581 -0.326 -2.759 -0.37
C 5.498 -1.230 -3.341 -0.36
C 4.981 -1.468 -4.706 -0.43
C 3.548 -1.105 -4.676 -0.42
H 5.715 -2.076 -2.689 0.25
H 6.512 -0.835 -3.415 0.27
H 5.029 -2.554 -4.791 0.22
H 5.588 -1.042 -5.505 0.32
H 3.021 -2.058 -4.614 0.28
H 3.362 -0.625 -5.637 0.30
O 0.634 2.661 3.415 -0.66
C 0.621 2.756 4.672 0.54
O 0.681 1.604 5.382 -0.30
C 0.560 1.868 6.768 -0.41
C 0.914 3.303 6.963 -0.54
C 0.596 3.929 5.658 -0.41
H 1.201 1.295 7.438 0.30
H -0.483 1.629 6.973 0.28
H 1.999 3.326 7.062 0.24
H 0.545 3.693 7.912 0.38
H 1.272 4.684 5.256 0.32
H -0.399 4.349 5.807 0.25
```